The following is a quantum chemistry calculation of a structure of composition C22H43DyN2OP2 at a distorted geometry, from the OMol25 dataset.

The geometry in ORCA input format:
```
! wB97M-V def2-TZVPD RIJCOSX def2/J DEFGRID3
* xyz 2 6
N 1.606 0.270 -1.261
H -1.140 -2.681 1.062
C -1.627 3.735 2.709
H 0.804 -4.711 -2.347
C 1.352 -1.789 3.439
C 0.995 -1.680 -2.692
H 2.516 -0.097 -3.035
O -1.244 0.335 0.671
H -0.593 6.271 -1.042
C -1.364 -3.467 -4.138
C 0.027 -3.516 -0.694
H -1.895 4.738 2.344
H 0.265 -1.922 3.445
H -0.851 4.055 -1.605
H 0.800 -1.982 -3.726
C 3.541 -2.041 4.394
C 4.044 -1.276 3.374
H -3.463 -2.690 -1.410
H -3.884 -3.464 -2.939
H 3.578 -0.144 1.542
H 1.977 2.340 0.699
H 0.348 2.398 4.005
N 1.879 -1.088 2.406
C 0.163 -4.832 -1.465
H -0.974 1.304 -1.281
H 1.367 2.257 -2.253
H -3.051 4.501 0.537
H -3.096 4.918 -1.210
H 0.430 4.060 2.185
H 2.917 1.755 -1.416
C -1.893 -2.653 -2.952
H -2.817 -4.300 -1.804
C 1.810 1.723 -1.377
C 3.231 -0.780 2.375
H 1.057 -3.227 -0.387
H 1.798 -2.268 -2.234
H -2.199 -3.667 -4.815
C -1.277 1.395 -0.247
H 5.120 -1.035 3.307
H -0.814 -5.251 -1.760
H 1.734 -2.861 5.227
C -1.141 4.247 -0.555
H -2.250 -1.683 -3.355
H -0.954 -4.434 -3.829
H -0.398 1.187 2.931
C 1.426 2.646 -0.203
H -0.610 -2.930 -4.722
C 0.264 2.067 2.958
H -1.247 6.119 0.624
P -0.613 -2.123 -1.765
H -0.282 -4.222 1.342
C -0.841 -3.646 0.592
C 1.480 -0.218 -2.643
H -2.452 3.034 2.500
H 0.450 5.597 0.250
C -0.588 5.641 -0.134
H 0.802 0.327 -3.355
H -3.062 3.211 -0.715
C -2.690 4.211 -0.467
C 2.174 -2.284 4.426
H 0.651 -5.566 -0.810
P -0.318 2.886 0.333
C -0.295 3.226 2.115
H -1.512 3.815 3.803
C -3.069 -3.316 -2.221
H -2.174 1.661 -0.911
H 1.274 1.765 2.648
H -1.767 -4.196 0.359
H 4.200 -2.449 5.167
H 1.753 3.672 -0.412
Dy 0.614 -0.881 0.416
*
```

Properties
Kohn-Sham gap (alpha / beta): 7.64 / 7.73 eV
HOMO level (alpha / beta): -13.45 / -13.50 eV
M: 576.0 g mol⁻¹
Relative energy (zero: lowest compared OMol25 entry of this formula, charge and spin): 0.000 eV
Electronic energy: -2616.03789 Eh
Expectation value of S²: 9.35

Atomic partial charges in e from the Löwdin method, atoms 1 to 5: N -0.329; H 0.045; C -0.071; H 0.089; C -0.121